DFT (wB97M-V/def2-TZVPD) results for C43H56N3P2Si2Ti as an isolated structure.

Structure (XYZ):
```
107
Properties=species:S:1:pos:R:3:lowdin_charge:R:1
Ti -0.048 0.053 0.797 0.89
C -2.750 -3.462 0.148 -0.16
Si -0.942 -3.242 0.763 0.46
C 0.062 -4.802 0.322 -0.16
C -0.931 -2.973 2.659 -0.15
N -0.244 -1.776 0.099 -0.34
P 0.937 -1.579 -1.027 0.75
C 1.663 -0.065 -0.512 -0.39
P 0.962 1.381 -1.229 0.75
N -0.209 1.760 -0.143 -0.35
Si -1.308 3.131 -0.215 0.47
C -3.038 2.566 -0.851 -0.15
C -0.613 4.508 -1.344 -0.14
C -1.535 3.772 1.573 -0.15
C 2.462 2.418 -1.293 -0.30
C 2.783 3.485 -0.468 -0.08
C 4.088 3.957 -0.430 -0.06
C 5.071 3.364 -1.203 -0.07
C 4.751 2.308 -2.046 -0.06
C 3.454 1.841 -2.087 -0.11
C 0.168 1.502 -2.861 -0.30
C -1.105 0.951 -2.974 -0.12
C -1.814 1.071 -4.153 -0.07
C -1.257 1.756 -5.223 -0.06
C 0.010 2.306 -5.113 -0.06
C 0.724 2.187 -3.932 -0.07
C 0.239 -1.753 -2.700 -0.32
C -1.076 -2.143 -2.919 -0.08
C -1.552 -2.245 -4.216 -0.07
C -0.725 -1.958 -5.289 -0.06
C 0.584 -1.555 -5.067 -0.05
C 1.068 -1.454 -3.777 -0.09
C 2.312 -2.786 -1.043 -0.29
C 2.361 -3.829 -1.959 -0.10
C 3.483 -4.632 -2.048 -0.06
C 4.578 -4.390 -1.236 -0.06
C 4.539 -3.349 -0.322 -0.06
C 3.412 -2.553 -0.225 -0.08
H -3.321 -3.978 0.914 0.03
H -2.798 -4.069 -0.753 0.02
H -3.252 -2.519 -0.061 0.00
H -0.422 -5.677 0.743 0.04
H 1.075 -4.761 0.713 0.03
H 0.127 -4.949 -0.752 0.02
H -0.807 -3.923 3.169 0.03
H -1.861 -2.533 3.008 0.02
H -0.124 -2.310 2.972 0.01
H -3.148 2.730 -1.920 0.02
H -3.808 3.153 -0.358 0.03
H -3.248 1.515 -0.651 0.01
H -0.599 4.211 -2.391 0.02
H 0.399 4.797 -1.073 0.01
H -1.235 5.394 -1.263 0.04
H -1.608 2.966 2.300 0.01
H -2.456 4.341 1.616 0.03
H -0.737 4.440 1.881 0.02
H 2.018 3.937 0.146 0.09
H 4.341 4.774 0.229 0.11
H 6.089 3.717 -1.141 0.11
H 5.520 1.835 -2.639 0.11
H 3.192 1.003 -2.721 0.10
H -1.531 0.437 -2.115 0.10
H -2.796 0.631 -4.241 0.12
H -1.818 1.862 -6.139 0.11
H 0.446 2.833 -5.950 0.11
H 1.698 2.646 -3.841 0.10
H -1.716 -2.369 -2.076 0.08
H -2.576 -2.542 -4.394 0.11
H -1.095 -2.058 -6.299 0.11
H 1.219 -1.316 -5.904 0.11
H 2.092 -1.160 -3.583 0.12
H 1.518 -4.012 -2.608 0.11
H 3.487 -5.446 -2.757 0.11
H 5.461 -5.005 -1.319 0.11
H 5.384 -3.147 0.320 0.11
H 3.387 -1.732 0.477 0.08
C -4.768 -0.220 1.427 -0.03
C -3.722 -0.057 2.490 -0.25
C -4.078 -0.077 3.833 -0.01
C -3.113 0.061 4.815 -0.25
C -3.536 0.057 6.252 -0.03
C -1.773 0.193 4.463 0.02
C -1.363 0.244 3.123 -0.28
C -2.393 0.130 2.153 -0.05
N -0.080 0.343 2.613 -0.09
C 1.163 0.762 3.272 -0.58
C 1.589 2.088 2.610 -0.03
C 2.225 -0.311 2.951 -0.03
C 1.142 0.994 4.786 -0.04
H -5.684 -0.627 1.851 0.09
H -4.418 -0.895 0.644 0.06
H -5.002 0.744 0.973 0.08
H -5.113 -0.204 4.112 0.12
H -4.613 -0.079 6.324 0.08
H -3.283 1.001 6.732 0.09
H -3.053 -0.745 6.807 0.09
H -1.065 0.236 5.268 0.09
H -2.120 0.185 1.080 0.07
H 1.644 1.955 1.523 0.04
H 2.562 2.409 2.975 0.10
H 0.858 2.860 2.843 0.08
H 2.355 -0.377 1.861 0.03
H 1.911 -1.280 3.339 0.09
H 3.180 -0.056 3.407 0.10
H 0.401 1.741 5.057 0.09
H 2.115 1.372 5.090 0.09
H 0.963 0.071 5.329 0.09
```

## Properties
Highest occupied orbital energy   -10.39 eV
Total charge   +1
ΔE to the lowest compared entry with this formula, charge and spin   41.31 kcal/mol
Gap between HOMO and LUMO   0.273 hartree

---

DFT (wB97M-V/def2-TZVPD) results for C43H56N7O4PS4Tm as an isolated structure.

Structure (XYZ):
```
116
Properties=species:S:1:pos:R:3:lowdin_spin:R:1
Tm -0.490 -0.743 -0.168 2.02
C 3.993 -2.812 2.533 0.00
C 3.496 -2.244 1.179 0.00
C 4.537 -1.220 0.632 0.00
C 3.066 -3.236 0.070 0.00
C 4.106 -3.893 -0.571 0.00
C 3.808 -4.767 -1.623 0.00
C 2.441 -4.890 -1.992 0.00
C 1.410 -4.289 -1.321 0.00
C 0.002 -4.644 -1.938 0.00
C -1.253 -4.555 -0.954 0.02
C -0.200 -3.885 -3.262 0.00
C 1.743 -3.451 -0.248 0.00
N 0.784 -2.711 0.511 0.00
C 0.388 -3.405 1.565 0.00
O 0.753 -4.522 1.940 0.00
C -0.563 -2.604 2.476 0.00
C -1.182 -3.263 3.507 0.00
C -1.945 -2.529 4.384 0.00
C -2.065 -1.159 4.227 0.00
C -1.369 -0.589 3.172 0.00
N -0.738 -1.301 2.225 0.00
C -1.293 0.930 3.185 0.00
O -1.358 1.455 4.320 0.00
N -1.105 1.541 2.023 0.00
C -0.685 2.889 2.075 0.00
C -1.596 3.947 2.141 0.00
C -1.094 5.238 2.145 0.00
C 0.264 5.532 2.119 0.00
C 1.179 4.469 2.102 0.00
C 0.713 3.156 2.081 0.00
C 1.730 1.997 2.096 0.00
C 2.955 2.093 1.207 0.00
C 2.230 1.849 3.583 0.00
C -3.113 3.797 1.904 0.00
C -3.434 3.673 0.447 0.00
C -3.898 2.767 2.743 0.00
H 3.876 -2.052 3.305 0.00
H 5.041 -3.112 2.558 0.00
H 3.358 -3.711 2.885 0.00
H 2.617 -1.658 1.479 0.00
H 5.503 -1.694 0.366 0.00
H 4.778 -0.492 1.408 0.00
H 4.124 -0.715 -0.266 0.00
H 5.159 -3.699 -0.326 0.00
H 4.601 -5.203 -2.205 0.00
H 2.160 -5.446 -2.895 0.00
H 0.081 -5.735 -2.183 0.00
H -1.509 -2.968 0.395 0.00
H -0.959 -5.143 -0.061 0.00
H -1.976 -5.145 -1.454 0.00
H -0.178 -2.814 -3.255 0.00
H -1.137 -4.128 -3.729 0.00
H 0.601 -4.130 -3.931 0.00
H -1.026 -4.326 3.577 0.00
H -2.435 -3.006 5.220 0.00
H -2.613 -0.543 4.894 0.00
H -1.785 6.114 2.093 0.00
H 0.662 6.538 2.019 0.00
H 2.254 4.641 2.001 0.00
H 1.195 1.078 1.792 0.00
H 3.500 3.017 1.494 0.00
H 2.686 2.217 0.204 0.00
H 3.601 1.298 1.485 0.00
H 2.940 2.682 3.871 0.00
H 2.751 0.898 3.762 0.00
H 1.420 1.864 4.322 0.00
H -3.528 4.707 2.303 0.00
H -3.240 2.670 0.051 0.00
H -2.866 4.409 -0.088 0.00
H -4.499 3.900 0.288 0.00
H -3.631 1.751 2.466 0.00
H -4.976 2.935 2.640 0.00
H -3.684 2.998 3.780 0.00
C -0.181 6.304 -1.553 0.00
C 0.194 4.844 -1.361 0.00
O 0.098 4.160 -2.582 0.00
P 0.362 2.571 -2.677 0.00
S -0.017 1.898 -4.405 0.00
S -0.476 1.754 -1.045 0.00
O 1.939 2.660 -2.363 0.00
C 2.882 1.630 -2.636 0.00
C 4.155 2.166 -3.176 0.00
H 0.122 6.845 -0.678 0.00
H -1.271 6.432 -1.635 0.00
H 0.358 6.660 -2.446 0.00
H -0.470 4.356 -0.628 0.00
H 1.157 4.758 -0.901 0.00
H 2.449 0.921 -3.396 0.00
H 3.026 1.036 -1.706 0.00
H 3.985 2.722 -4.137 0.00
H 4.751 1.289 -3.404 0.00
H 4.732 2.809 -2.439 0.00
N -2.780 -0.056 0.289 0.00
H -2.741 0.646 0.987 0.00
H -3.461 -0.808 0.401 0.00
H -3.083 0.449 -0.550 0.00
S 2.990 -1.808 -3.781 0.00
C 1.938 -1.303 -2.620 0.00
N 1.166 -0.907 -1.844 0.00
N -3.467 -3.509 -0.027 0.01
C -2.050 -3.312 -0.498 0.02
N -1.965 -2.191 -1.440 0.23
C -2.775 -1.838 -2.438 0.06
C -2.437 -0.562 -3.010 0.05
C -3.287 0.178 -3.738 0.03
C -4.579 -0.319 -4.031 0.10
C -4.882 -1.667 -3.725 -0.01
C -3.959 -2.466 -3.008 0.14
S -4.258 -4.143 -2.991 0.31
H -3.492 -4.099 0.820 0.00
H -4.030 -4.004 -0.779 0.01
H -1.559 -0.003 -2.776 0.00
H -3.112 1.203 -4.068 0.00
H -5.238 0.204 -4.733 0.01
H -5.819 -2.111 -4.051 0.00
```

## Properties
Expectation value of S²   3.780
Highest occupied orbital energy (spin up / spin down)   -2.40 / -3.01 eV
Total charge   -2
Multiplicity   4
Gap between HOMO and LUMO (spin up / spin down)   0.241 / 0.231 hartree

---

DFT (wB97M-V/def2-TZVPD) results for C43H57IrN5OSSbSiTe as an isolated structure.

Structure (XYZ):
```
111
Properties=species:S:1:pos:R:3:lowdin_spin:R:1
Ir 0.474 0.174 -0.063 2.48
C -0.153 1.620 1.409 0.34
Si -1.494 2.756 0.751 0.05
C -0.979 3.010 -1.082 0.01
N -0.535 1.766 -1.726 0.20
C 0.621 1.931 -2.623 0.02
C 0.278 2.710 -3.895 0.01
C -0.825 1.969 -4.651 0.00
C -2.033 1.792 -3.732 0.01
C -1.619 1.071 -2.446 0.02
C -3.187 1.965 0.920 0.00
C -4.183 2.110 -0.048 0.00
C -5.458 1.602 0.153 0.00
C -5.764 0.948 1.338 0.00
C -4.790 0.798 2.316 0.00
C -3.514 1.298 2.105 0.00
C -1.485 4.425 1.614 0.01
C -2.662 4.937 2.164 0.00
C -2.663 6.152 2.833 0.00
C -1.484 6.871 2.967 0.00
C -0.306 6.378 2.423 0.00
C -0.308 5.164 1.754 0.00
H -0.489 1.087 2.302 0.03
H 0.766 2.168 1.652 0.04
H -0.162 3.736 -1.086 0.00
H -1.816 3.465 -1.618 0.00
H 0.947 0.928 -2.920 0.01
H 1.430 2.416 -2.070 0.00
H 1.179 2.811 -4.503 0.00
H -0.063 3.715 -3.633 0.00
H -0.455 0.990 -4.973 0.00
H -1.111 2.518 -5.548 0.00
H -2.815 1.210 -4.221 0.00
H -2.451 2.774 -3.498 0.00
H -1.254 0.078 -2.726 0.00
H -2.468 0.941 -1.772 0.00
H -3.971 2.641 -0.971 0.00
H -6.215 1.726 -0.610 0.00
H -6.763 0.565 1.503 0.00
H -5.029 0.304 3.250 0.00
H -2.765 1.184 2.883 0.00
H -3.589 4.383 2.064 0.00
H -3.584 6.535 3.252 0.00
H -1.484 7.816 3.494 0.00
H 0.614 6.939 2.526 0.00
H 0.621 4.792 1.330 0.00
N -0.529 -3.079 3.219 0.00
C -0.024 -1.880 2.862 0.01
N 0.104 -0.950 3.831 0.00
O 0.304 -1.645 1.677 0.10
H -0.892 -3.232 4.144 0.00
H -0.863 -3.685 2.487 0.00
H -0.015 -1.198 4.798 0.00
H 0.731 -0.191 3.617 0.00
C -2.161 -3.651 -5.528 0.00
C -2.860 -3.893 -4.354 0.00
C -2.361 -3.442 -3.140 0.01
C -1.157 -2.748 -3.099 0.03
C -0.480 -2.468 -4.282 0.00
C -0.974 -2.933 -5.492 0.00
Sb -0.378 -2.177 -1.183 0.12
C -1.914 -2.990 0.033 0.02
C -2.102 -4.359 0.191 0.00
C -3.171 -4.821 0.951 0.00
C -4.044 -3.920 1.546 0.00
C -3.841 -2.553 1.402 0.00
C -2.779 -2.086 0.642 0.01
C 1.339 -3.453 -1.049 0.03
C 2.137 -3.593 -2.183 0.01
C 3.379 -4.206 -2.093 0.00
C 3.826 -4.695 -0.873 0.01
C 3.004 -4.614 0.244 0.00
C 1.771 -3.985 0.164 0.01
H -2.548 -4.012 -6.471 0.00
H -3.797 -4.433 -4.377 0.00
H -2.916 -3.635 -2.232 0.00
H 0.432 -1.880 -4.281 0.00
H -0.435 -2.732 -6.408 0.00
H -1.429 -5.063 -0.287 0.00
H -3.322 -5.886 1.071 0.00
H -4.885 -4.285 2.121 0.00
H -4.508 -1.844 1.874 0.00
H -2.621 -1.016 0.531 0.01
H 1.780 -3.263 -3.150 0.00
H 3.996 -4.304 -2.977 0.00
H 4.803 -5.154 -0.797 0.00
H 3.321 -5.044 1.185 0.00
H 1.147 -3.915 1.043 0.00
C 6.174 -1.347 2.749 0.00
N 5.805 -0.111 3.422 0.00
C 4.586 0.420 3.374 0.00
S 3.294 -0.340 2.553 0.02
N 4.370 1.577 4.010 0.00
C 5.322 2.268 4.864 0.00
H 7.143 -1.673 3.117 0.00
H 6.229 -1.203 1.669 0.00
H 5.435 -2.117 2.956 0.00
H 6.536 0.395 3.898 0.00
H 3.433 1.930 3.946 0.00
H 5.646 1.634 5.692 0.00
H 4.838 3.147 5.279 0.00
H 6.197 2.599 4.300 0.00
C 4.132 1.382 -0.383 0.04
Te 3.083 -0.477 -0.523 0.25
C 3.176 -0.358 -2.675 0.04
H 3.602 2.143 -0.951 0.00
H 5.128 1.244 -0.798 0.01
H 4.201 1.676 0.661 0.00
H 4.052 -0.906 -3.016 0.01
H 3.255 0.679 -2.996 0.00
H 2.292 -0.819 -3.111 0.00
```

## Properties
Expectation value of S²   6.011
Highest occupied orbital energy (spin up / spin down)   -12.39 / -13.05 eV
Total charge   +2
Multiplicity   5
Gap between HOMO and LUMO (spin up / spin down)   0.308 / 0.213 hartree

---

DFT (wB97M-V/def2-TZVPD) results for C43H57N4O4S2Si4V as an isolated structure.

Structure (XYZ):
```
115
Properties=species:S:1:pos:R:3:nbo_charge:R:1
V -0.646 -1.040 0.481 1.72
O -1.017 -1.665 3.884 -0.56
C -1.098 -0.805 3.012 0.59
N -1.817 -0.922 1.870 -0.76
C -3.041 -1.539 1.848 0.17
C -3.988 -1.525 2.868 -0.23
C -5.212 -2.133 2.649 -0.23
C -5.492 -2.722 1.425 -0.22
C -4.562 -2.728 0.397 -0.23
C -3.321 -2.139 0.606 0.10
N -2.225 -2.091 -0.231 -0.72
C -2.098 -2.909 -1.292 0.69
O -2.965 -3.544 -1.865 -0.62
C -0.609 -2.965 -1.662 -0.36
C -0.204 -4.255 -2.295 -0.15
C 0.934 -4.939 -2.224 -0.21
C 2.222 -4.811 -1.501 -0.23
C 2.602 -2.316 -0.425 -0.08
N 1.216 -1.918 -0.420 -0.49
C -0.490 0.542 3.157 0.19
C -0.169 1.011 4.432 -0.22
C 0.248 2.320 4.568 -0.16
C 0.369 3.099 3.423 -0.25
C 0.056 2.526 2.195 0.04
N -0.390 1.291 2.059 -0.44
H -3.770 -1.024 3.800 0.21
H -5.953 -2.141 3.435 0.21
H -6.459 -3.170 1.259 0.21
H -4.786 -3.181 -0.553 0.25
H -0.988 -4.658 -2.925 0.23
H 0.946 -5.855 -2.807 0.21
H 2.940 -5.475 -1.980 0.23
H 3.197 -1.937 0.403 0.22
H -0.281 0.343 5.269 0.25
H 0.466 2.731 5.542 0.22
H 0.675 4.133 3.484 0.23
H 0.131 3.095 1.277 0.21
O 1.755 -0.530 1.717 -0.99
S 2.338 0.567 2.514 1.30
C 3.047 1.790 1.298 -0.61
C 4.477 1.669 0.794 -0.42
C 4.772 0.415 -0.030 -0.41
C 4.157 0.406 -1.426 -0.52
S 2.323 0.313 -1.504 0.32
O -0.882 0.314 -0.675 -1.21
C 2.013 -1.419 -1.452 0.04
C 2.963 -3.725 -0.756 -0.23
C 2.354 -4.864 0.028 -0.26
C 1.136 -4.678 0.830 -0.15
C 0.145 -3.811 0.613 -0.25
C 0.111 -2.701 -0.369 -0.07
C 3.870 -0.104 3.202 -0.26
C 4.103 -1.467 3.152 -0.22
C 5.211 -1.994 3.791 -0.19
C 6.068 -1.157 4.485 -0.20
C 5.821 0.206 4.548 -0.22
C 4.711 0.736 3.914 -0.17
H 2.913 2.747 1.802 0.23
H 2.335 1.712 0.476 0.26
H 5.171 1.704 1.638 0.22
H 4.680 2.553 0.179 0.22
H 4.467 -0.466 0.532 0.21
H 5.857 0.349 -0.158 0.22
H 4.527 -0.444 -1.997 0.23
H 4.406 1.329 -1.951 0.23
H 4.040 -3.801 -0.900 0.23
H 3.027 -5.615 0.429 0.22
H 1.020 -5.394 1.635 0.22
H -0.759 -3.912 1.213 0.24
H -0.416 -2.131 -2.352 0.25
H 3.403 -2.101 2.629 0.24
H 5.397 -3.056 3.757 0.22
H 6.926 -1.569 4.993 0.22
H 6.487 0.853 5.099 0.22
H 4.491 1.791 3.979 0.21
C -3.190 1.567 -4.745 -1.09
Si -2.480 0.370 -3.426 1.18
C -1.146 -0.643 -4.378 -1.10
C -3.981 -0.664 -2.847 -1.10
Si -1.529 1.501 -1.520 0.62
Si 0.042 3.098 -2.392 1.16
C 1.166 2.496 -3.834 -1.08
C 1.166 4.116 -1.197 -1.08
C -1.063 4.431 -3.210 -1.09
Si -3.292 2.531 -0.268 1.17
C -4.532 1.328 0.548 -1.09
C -4.329 3.618 -1.468 -1.08
C -2.748 3.771 1.104 -1.08
H -3.776 1.001 -5.462 0.23
H -2.412 2.085 -5.295 0.22
H -3.845 2.314 -4.310 0.23
H -1.367 -1.707 -4.387 0.24
H -0.160 -0.512 -3.932 0.23
H -1.077 -0.318 -5.415 0.24
H -4.060 -1.609 -3.376 0.25
H -4.906 -0.115 -3.005 0.23
H -3.912 -0.896 -1.788 0.25
H 2.096 2.062 -3.480 0.23
H 1.414 3.303 -4.520 0.23
H 0.657 1.729 -4.409 0.24
H 1.886 3.489 -0.682 0.21
H 0.566 4.616 -0.442 0.22
H 1.722 4.888 -1.724 0.24
H -1.776 3.984 -3.893 0.24
H -0.473 5.145 -3.776 0.23
H -1.627 4.991 -2.473 0.23
H -5.070 0.743 -0.192 0.24
H -5.271 1.851 1.151 0.23
H -4.011 0.626 1.193 0.24
H -4.656 3.064 -2.342 0.23
H -3.769 4.478 -1.819 0.23
H -5.220 3.995 -0.974 0.23
H -2.367 3.251 1.978 0.22
H -3.583 4.390 1.422 0.23
H -1.967 4.440 0.751 0.22
```

## Properties
Expectation value of S²   2.050
Highest occupied orbital energy (spin up / spin down)   -7.24 / -7.22 eV
Multiplicity   3
Gap between HOMO and LUMO (spin up / spin down)   0.260 / 0.228 hartree

---

The following molecular weight values (in g/mol) correspond, in order, to the records above: 780.93; 1063.14; 1161.69; 921.38.